Below is 13 unconnected molecules or ions with the total composition C77H53FN2O29S in a non-equilibrium geometry, with properties calculated with wB97M-V/def2-TZVPD.

## Properties
**F_max**: 2.45 eV/A
**Kohn-Sham gap**: 8.0754 eV
**DFT total energy**: -5755.112896 Eh
**E_HOMO**: -9.986 eV

Each line ends with the Löwdin charge.
Element x y z (Å)
O -3.869 -1.740 5.757  0.11
O 1.008 -5.492 -3.560  0.07
C 2.530 -2.825 -6.349  -0.38
O 1.108 -7.505 4.842  0.11
H -0.456 -7.861 -9.318  0.12
C -0.304 -4.200 -0.545  0.02
C 1.855 -6.580 4.611  -0.37
C 0.726 -6.681 -1.537  0.04
C 4.721 6.036 -2.283  -0.52
C -8.950 12.686 7.916  0.02
O -4.581 -4.325 -7.226  0.10
C 0.098 -4.242 -1.806  -0.02
H -3.983 0.310 4.166  0.11
H 2.772 2.680 3.300  0.10
C -2.973 -3.041 4.012  0.03
H -5.278 -4.791 -2.842  0.12
H 7.542 -3.918 0.575  0.13
H -2.184 -4.000 2.293  0.09
S 3.139 7.065 1.030  0.87
C -9.590 11.126 5.601  0.03
C -3.199 -0.650 2.450  0.02
O 4.784 6.323 -0.948  0.03
C 0.641 -5.476 -2.399  -0.37
C 2.640 -5.245 -6.719  0.03
H 5.008 2.701 2.215  0.13
H 5.100 -5.528 5.201  0.11
C -4.938 6.464 3.825  0.03
C -3.485 8.459 4.420  0.03
H 8.303 -8.256 2.994  0.12
H -6.988 6.892 3.505  0.12
O 1.236 4.617 3.680  0.09
O -0.168 6.431 0.215  0.15
H -2.498 8.828 4.667  0.12
H 3.608 9.054 -2.303  0.11
H 3.293 8.393 0.888  -0.12
C 4.584 1.803 2.648  0.02
C -4.547 9.255 4.346  0.03
C 2.231 -4.397 3.568  0.03
O 6.154 -6.938 3.566  0.09
O 1.646 5.793 -3.255  0.21
H 2.082 -2.284 -2.285  0.10
H -3.247 0.209 1.792  0.11
H -3.210 -4.679 -10.478  0.12
H -6.142 -4.572 -5.168  0.12
C 8.183 -7.329 2.447  0.02
H 1.997 9.126 -1.884  0.09
C -1.365 -7.583 -9.836  0.02
C -4.161 -4.434 -6.095  -0.38
C 6.962 -6.542 2.748  -0.36
H -4.488 10.321 4.529  0.13
H 3.917 -1.600 -7.525  0.12
C 2.288 -1.403 -0.290  -0.36
O 2.027 -1.885 -5.766  0.09
C -3.727 -6.622 -11.142  0.02
C 1.406 -5.403 3.823  0.03
N 0.272 7.110 -1.937  0.17
H 2.331 -6.267 -6.538  0.12
C 3.258 -6.569 5.108  0.03
H -1.883 -9.526 -10.499  0.12
C 1.574 6.643 -2.421  -0.32
H -7.754 10.117 5.869  0.09
C -2.965 -5.733 -10.511  0.02
C -2.581 -3.096 2.741  0.03
H 0.378 -7.504 0.385  0.13
O 6.503 0.585 2.030  0.11
C 5.414 0.572 2.562  -0.38
C -3.368 -8.062 -11.170  -0.39
C 3.663 -0.680 3.730  0.00
O -6.974 11.410 7.978  0.10
O -2.294 -1.944 0.707  0.09
C 3.608 -2.623 -7.348  0.02
C -10.514 12.175 6.095  -0.39
H 3.569 -7.431 5.684  0.13
N 2.887 8.688 -1.706  0.14
C 0.157 4.084 3.511  -0.36
O 3.862 6.966 -2.807  0.08
H 5.878 -4.704 2.247  0.10
C -3.166 -4.690 -3.415  -0.36
O -2.631 6.272 4.233  0.10
H -10.791 13.698 7.647  0.12
H -0.706 -3.300 -0.096  0.10
O 4.338 -3.444 3.788  0.05
C 8.884 -5.633 0.819  -0.39
O 2.064 -2.427 0.324  0.10
O -6.856 9.446 3.936  0.09
O 4.221 -5.985 -8.297  0.10
H -2.045 -4.331 -6.666  0.12
H 2.981 5.455 -0.652  0.12
C 2.825 1.039 -1.705  -0.37
H 0.620 2.306 4.713  0.09
H -8.632 13.230 8.797  0.12
O -2.742 -4.800 -2.283  0.11
H -0.342 6.990 -2.742  0.14
C 4.857 -0.673 3.146  0.03
O 5.261 5.169 -2.878  0.22
C 2.089 -4.214 -6.085  0.02
O -1.030 -5.335 -9.231  0.09
H 3.044 1.920 0.290  0.11
C -0.150 2.763 4.118  0.03
H 2.578 -0.196 1.515  0.09
C -2.383 2.825 3.103  -0.36
C -3.597 7.001 4.166  -0.36
H -4.999 5.398 3.643  0.12
H -2.920 -3.897 4.672  0.12
C 4.081 -5.552 4.850  0.01
C 7.662 -4.846 1.120  0.03
C -2.073 4.140 2.502  0.00
C 3.717 -5.047 -7.718  -0.39
C -3.592 -0.595 3.719  0.01
C 2.835 0.543 3.815  -0.38
C -4.622 -4.690 -3.698  0.02
C -0.201 6.197 -0.951  -0.52
H -0.652 5.683 2.261  0.09
C 2.537 -0.226 -2.431  0.04
H 5.469 -1.559 3.069  0.11
C 3.385 1.791 3.228  0.02
O -3.462 2.289 2.927  0.07
C 6.772 -5.267 2.015  0.03
C 2.289 -1.356 -1.773  0.03
C 2.581 -0.140 0.433  0.04
O -11.566 12.403 5.538  0.10
H 0.386 -5.391 3.466  0.10
H 9.969 -7.469 1.319  0.12
C 0.326 -6.642 -0.269  0.04
C -8.027 11.636 7.419  -0.38
C -1.332 2.183 3.926  0.04
C -2.127 -8.472 -10.467  0.02
H 1.306 -4.338 -5.355  0.08
H 3.237 -1.570 4.160  0.10
C -2.244 -4.551 -4.569  0.03
F -0.672 5.060 -1.410  0.17
C -2.662 -1.903 1.864  -0.36
C -0.223 -5.394 0.320  -0.34
C 2.829 0.990 -0.221  0.04
H 1.129 -7.576 -1.993  0.12
H -2.855 4.593 1.906  0.12
C 3.407 6.458 -0.610  -0.60
C -0.895 4.726 2.690  0.00
O -0.590 -5.348 1.477  0.08
H -9.905 10.582 4.719  0.12
O 1.739 0.495 4.345  0.09
C -8.437 10.875 6.215  0.02
H -1.578 1.221 4.358  0.11
C -1.725 -6.144 -9.808  -0.39
C 3.622 -4.393 4.054  -0.36
C 4.158 -3.654 -7.984  0.02
C 9.073 -6.909 1.553  0.02
O 9.696 -5.251 0.006  0.11
H 0.046 -3.379 -2.456  0.12
C 2.846 7.264 -1.825  -0.41
C -2.704 -4.432 -5.811  0.03
H -4.635 -6.344 -11.660  0.12
H 1.922 -3.532 2.992  0.12
C -10.103 12.937 7.302  0.02
C -5.887 8.719 4.005  -0.37
C -3.511 -1.788 4.600  -0.38
O 3.049 2.070 -2.298  0.12
C -6.000 7.262 3.751  0.03
H 2.542 -0.175 -3.514  0.12
O -4.060 -8.872 -11.746  0.11
H 4.945 -3.531 -8.716  0.12
C -5.084 -4.573 -4.940  0.02
H -1.185 -4.553 -4.346  0.09